C28H44Cl5I2MoN4O2S3Si | the ωB97M-V functional and the def2-TZVPD basis

Last column: Löwdin charge in e.
Cartesian coordinates (Å):
Mo1 -0.5974 -0.0943 -0.1137  0.872
I1 1.3867 1.2481 1.4395  0.938
C1 1.7242 -0.6351 2.4642  -0.962
I2 1.1814 -2.1334 1.0438  0.972
H1 1.1061 -0.7617 3.3467  -0.011
H2 2.7805 -0.7432 2.6870  -0.009
Cl1 3.6352 -0.4336 -1.3701  0.599
C2 2.6183 0.6129 -2.3022  -0.874
Cl2 0.8208 0.1649 -2.2408  0.552
H3 2.8349 0.4882 -3.3578  0.051
H4 2.6513 1.6408 -1.9544  -0.027
Cl3 3.7948 -2.8397 -6.6378  0.716
C3 2.2905 -3.3800 -5.9717  -0.660
C4 2.2809 -4.1303 -4.8070  -0.092
C5 1.0612 -4.5610 -4.3055  -0.024
C6 -0.1430 -4.2716 -4.9414  -0.182
C7 -1.4342 -4.8119 -4.3698  -0.308
C8 -2.4691 -3.7564 -3.9345  -0.029
N1 -2.1411 -3.1338 -2.6389  -0.009
C9 -2.3056 -3.7815 -1.4346  0.019
C10 -1.8475 -2.9476 -0.4799  -0.174
N2 -1.3894 -1.7800 -1.0816  -0.180
C11 -1.5549 -1.9662 -2.4088  -0.129
O1 -2.0881 -5.6478 -5.2911  -0.111
C12 -2.1299 -7.0417 -4.9368  -0.114
C13 -2.7694 -7.3213 -3.6043  -0.334
C14 -4.0754 -7.0721 -3.2871  -0.984
Cl4 -5.2974 -6.4882 -4.3389  0.706
S1 -4.4647 -7.4977 -1.6690  1.016
C15 -2.8573 -8.0174 -1.3813  -0.404
C16 -2.0781 -7.8788 -2.4864  -0.148
C17 -0.0885 -3.5114 -6.1132  -0.569
Cl5 -1.5282 -3.1264 -6.9969  0.788
C18 1.1152 -3.0644 -6.6319  -0.116
H5 3.2099 -4.4042 -4.3277  0.113
H6 1.0481 -5.1836 -3.4173  0.119
H7 -1.1649 -5.3618 -3.4585  0.135
H8 -3.4208 -4.2598 -3.8053  0.122
H9 -2.5761 -2.9570 -4.6646  0.098
H10 -2.7437 -4.7682 -1.3772  0.138
H11 -1.8289 -3.0906 0.5871  0.080
H12 -1.3135 -1.2618 -3.1875  0.124
H13 -1.1107 -7.4380 -4.9435  0.137
H14 -2.6833 -7.5199 -5.7428  0.141
H15 -2.5913 -8.4480 -0.4293  0.074
H16 -1.0442 -8.1939 -2.5292  0.120
H17 1.1345 -2.5036 -7.5556  0.114
C19 4.0229 4.6097 -2.4180  -0.070
C20 2.7320 5.3995 -2.2787  -0.235
N3 2.4324 5.7292 -0.8822  0.031
C21 1.7787 4.9639 -0.0200  -0.750
S2 1.0788 3.4602 -0.5204  0.477
N4 1.6226 5.3852 1.2341  0.006
C22 2.1767 6.6190 1.8054  -0.209
C23 3.6377 6.4891 2.2086  -0.064
H18 4.2019 4.3661 -3.4651  0.087
H19 3.9786 3.6844 -1.8403  0.051
H20 4.8769 5.1856 -2.0621  0.086
H21 1.8799 4.8607 -2.6881  0.085
H22 2.8021 6.3456 -2.8132  0.130
H23 2.8281 6.5894 -0.5339  0.138
H24 1.1393 4.7536 1.8494  0.113
H25 1.5576 6.8659 2.6658  0.128
H26 2.0226 7.4325 1.0932  0.121
H27 3.7641 5.7104 2.9603  0.081
H28 3.9887 7.4279 2.6347  0.091
H29 4.2775 6.2468 1.3588  0.072
C24 -2.1539 3.3462 -2.4675  -0.151
Si1 -3.0157 2.1037 -1.4194  0.498
C25 -4.0049 2.8033 -0.0246  -0.141
C26 -3.8725 0.7614 -2.3708  -0.140
O2 -1.6672 1.1598 -0.6009  -0.531
H30 -2.9160 3.8609 -3.0618  0.065
H31 -1.4464 2.8906 -3.1616  0.045
H32 -1.6241 4.0874 -1.8728  0.021
H33 -4.8046 3.3977 -0.4790  0.066
H34 -3.4287 3.4834 0.6045  0.052
H35 -4.4913 2.0498 0.5961  0.036
H36 -4.8650 1.1291 -2.6486  0.065
H37 -4.0273 -0.1591 -1.8043  0.024
H38 -3.3513 0.5204 -3.2987  0.045
C27 -3.6747 -0.9138 1.3418  -0.287
S3 -1.9671 -0.5875 1.8659  0.721
C28 -2.1809 0.9266 2.8275  -0.313
H39 -4.3340 -0.4119 2.0469  0.068
H40 -3.8554 -1.9838 1.3902  0.054
H41 -3.8473 -0.5433 0.3351  0.021
H42 -2.8036 0.6829 3.6861  0.072
H43 -2.6398 1.7027 2.2226  0.037
H44 -1.2005 1.2450 3.1726  0.015

As for the total charge: +3. Its HOMO-LUMO gap is 4.438 eV. Its spin multiplicity is 1. The energy relative to the best compared isomer or geometry (same formula, charge and spin) is 1.249 eV. The value obtained for the total energy is -5910.63342 Ha. As for the HOMO energy: -14.340 eV.

C28H44F5O21P | the ωB97M-V functional and the def2-TZVPD basis

Last column: Löwdin charge in e.
Cartesian coordinates (Å):
C1 -4.3867 1.3051 -1.2828  -0.113
O1 -4.4008 0.1060 -0.5379  -0.173
C2 -3.4042 -0.8174 -0.9194  -0.237
C3 -2.0736 -0.5160 -0.2479  -0.179
C4 -0.9507 -1.4244 -0.7303  -0.186
C5 -1.0437 -2.9001 -0.2985  -0.196
C6 -1.6099 -3.1836 1.0970  -0.184
C7 -0.4983 -2.9523 2.1380  -0.186
C8 -0.6675 -1.7130 3.0444  -0.181
C9 0.5572 -0.7903 2.9891  -0.174
C10 0.2355 0.6416 3.3496  -0.203
O2 -0.3810 0.6545 4.6668  -0.154
P1 -0.4786 2.0618 5.3673  0.335
O3 0.6626 2.3937 6.2252  -0.239
O4 -1.8552 1.9600 6.1586  -0.070
O5 -0.6865 3.0807 4.1629  -0.180
C11 -1.2500 4.3562 4.4947  -0.184
C12 -0.8330 5.3343 3.4160  -0.392
C13 0.6960 5.3242 3.2609  -0.030
O6 -1.4668 4.8692 2.2271  -0.025
H1 -5.3993 1.6696 -1.4200  0.082
H2 -3.9518 1.1657 -2.2754  0.076
H3 -3.7957 2.0664 -0.7660  0.088
H4 -3.2854 -0.8408 -2.0073  0.121
H5 -3.7552 -1.8003 -0.6020  0.124
H6 -1.8017 0.5138 -0.4918  0.115
H7 -2.2125 -0.5658 0.8297  0.092
H8 0.0335 -1.0236 -0.4930  0.099
H9 -1.0014 -1.4090 -1.8208  0.102
H10 -1.5299 -3.5142 -1.0557  0.098
H11 -0.0220 -3.2744 -0.2568  0.078
H12 -2.5231 -2.6490 1.3501  0.100
H13 -1.8776 -4.2411 1.1215  0.106
H14 0.4584 -2.9286 1.6209  0.078
H15 -0.4573 -3.8193 2.7977  0.103
H16 -1.5655 -1.1498 2.7963  0.099
H17 -0.7813 -2.0422 4.0748  0.109
H18 1.3339 -1.1570 3.6596  0.121
H19 0.9426 -0.7747 1.9682  0.110
H20 1.1506 1.2325 3.3674  0.125
H21 -0.4543 1.0596 2.6193  0.123
H22 -2.1722 2.8266 6.4165  0.074
H23 -2.3383 4.2717 4.4995  0.133
H24 -0.8968 4.7052 5.4669  0.132
H25 -1.1987 6.3327 3.6628  0.140
H26 0.9514 4.6715 2.4297  0.080
H27 1.0854 6.3188 3.0573  0.075
H28 1.1842 4.9072 4.1384  0.086
H29 -0.9905 5.2170 1.4752  0.085
O7 3.4826 3.6998 0.8404  0.186
C14 4.1149 4.6040 1.2636  -0.548
O8 3.7825 5.3377 2.3539  0.054
C15 4.8556 6.2432 2.6292  -0.047
C16 5.5345 6.3428 1.2807  -0.316
F1 6.8722 6.5216 1.3896  0.078
O9 5.2740 5.0711 0.7169  0.134
H30 5.5195 5.8063 3.3759  0.146
H31 4.4736 7.1924 2.9943  0.140
H32 5.1288 7.1146 0.6242  0.173
O10 0.9009 -4.3837 -2.5864  0.147
C17 1.6523 -3.4922 -2.8132  -0.549
O11 2.8753 -3.6444 -3.3622  0.077
C18 3.4222 -2.3418 -3.6057  -0.042
C19 2.6435 -1.4918 -2.6279  -0.312
F2 2.4237 -0.2415 -3.1004  0.074
O12 1.4016 -2.1847 -2.5481  0.125
H33 3.2160 -2.0475 -4.6355  0.145
H34 4.4934 -2.3343 -3.4286  0.138
H35 3.0830 -1.4285 -1.6316  0.127
O13 4.2183 -2.4170 -0.8252  0.158
C20 4.0308 -3.3280 -0.0905  -0.502
O14 4.9967 -4.0723 0.4936  0.092
C21 4.3731 -4.9890 1.4054  -0.033
C22 2.9708 -5.0714 0.8448  -0.300
F3 2.0236 -5.2544 1.7905  0.088
O15 2.8019 -3.7862 0.2672  0.129
H36 4.3723 -4.5643 2.4098  0.148
H37 4.8965 -5.9403 1.4112  0.142
H38 2.8325 -5.8247 0.0673  0.179
O16 -5.4299 3.6306 -3.2123  0.187
C23 -4.4326 3.7516 -3.8325  -0.548
O17 -3.7497 4.9123 -3.9931  0.072
C24 -2.5265 4.6230 -4.6756  -0.052
C25 -2.8585 3.3243 -5.3778  -0.315
F4 -1.7821 2.5094 -5.4874  0.077
O18 -3.8015 2.7407 -4.4999  0.121
H39 -1.7259 4.4818 -3.9482  0.144
H40 -2.2650 5.4295 -5.3546  0.139
H41 -3.3122 3.4433 -6.3630  0.173
O19 -3.4339 -6.6389 -6.6348  0.181
C26 -2.9088 -6.3980 -5.6030  -0.554
O20 -2.0920 -5.3434 -5.3736  0.073
C27 -1.7736 -5.3145 -3.9744  -0.049
C28 -2.0112 -6.7515 -3.5746  -0.310
F5 -2.4665 -6.8670 -2.3028  0.073
O21 -3.0300 -7.1543 -4.4733  0.129
H42 -2.4612 -4.6416 -3.4590  0.145
H43 -0.7540 -4.9867 -3.8091  0.104
H44 -1.1460 -7.4048 -3.6983  0.173

As for the SMILES: COCCCCCCCCCO[P@](=O)(O)OC[C@@H](C)O.O=C1OC[C@@H](F)O1.O=C1OC[C@@H](F)O1.O=C1OC[C@@H](F)O1.O=C1OC[C@@H](F)O1.O=C1OC[C@@H](F)O1. Its HOMO-LUMO gap is 9.373 eV. Its spin multiplicity is 1. The energy relative to the best compared isomer or geometry (same formula, charge and spin) is 0.000 eV. The value obtained for the total energy is -3514.18278 Ha. As for the HOMO energy: -9.152 eV.